Entry from OMol25: a cluster of 2 separate species, C2H8NOS in total in a non-equilibrium geometry (ωB97M-V with the def2-TZVPD basis set).

* relative energy (zero: lowest compared OMol25 entry of this formula, charge and spin): 17.4 kcal per mole
* HOMO level: -2.68 eV
* total energy: -16577.076 eV
* E_LUMO: 4.13 eV
* total charge: -1

Last column: Löwdin charge in e.
Positions of all 13 atoms, in Å:
C -1.56 -0.12 -0.61  -0.387
C -0.08 -0.23 -0.15  -0.784
S 0.17 -0.54 1.65  0.093
N -2.29 0.96 0.11  -0.069
H -1.99 -1.09 -0.36  0.083
H -1.53 0.11 -1.63  0.063
H 0.63 0.54 -0.36  -0.011
H 0.32 -1.20 -0.72  0.066
H -1.68 1.79 -0.13  0.054
H -2.08 1.08 1.11  0.012
H 3.31 -0.05 -0.34  0.015
H 3.02 -0.75 1.03  -0.001
O 3.75 -0.49 0.40  -0.132



Entry from OMol25: a structure of composition C5H11BrCl2CuNO in a non-equilibrium geometry (ωB97M-V with the def2-TZVPD basis set).

* relative energy (zero: lowest compared OMol25 entry of this formula, charge and spin): 92.1 kcal per mole
* HOMO level: -7.62 eV
* total energy: -148623.929 eV
* E_LUMO: -4.19 eV
* total charge: 0

Last column: Löwdin charge in e.
Positions of all 22 atoms, in Å:
Cu 1.03 8.06 4.29  0.677
Br -0.38 3.43 4.87  -0.677
C 0.36 2.30 -2.38  -0.308
O 1.40 2.41 -3.08  -0.034
N -0.80 1.69 -2.73  -0.195
C -1.90 1.54 -1.75  -0.057
C -1.00 0.98 -4.01  -0.038
H 0.25 2.80 -1.40  0.127
H -1.89 0.53 -1.34  0.088
H -2.83 1.80 -2.24  0.083
H -1.77 2.20 -0.90  0.081
H -0.81 -0.09 -3.96  0.087
H -2.02 1.18 -4.36  0.083
H -0.24 1.36 -4.70  0.082
Cl 2.15 -3.18 1.11  0.498
C 1.17 -3.07 2.62  -0.623
C 1.44 -4.29 3.56  -0.659
Cl 0.98 -5.77 2.74  0.534
H 0.14 -3.07 2.25  0.057
H 1.41 -2.11 3.07  0.067
H 0.84 -4.29 4.47  0.063
H 2.48 -4.40 3.86  0.064



Entry from OMol25: a structure of composition C26H18BrCsF6N2O6S3Sb in a non-equilibrium geometry (ωB97M-V with the def2-TZVPD basis set).

* relative energy (zero: lowest compared OMol25 entry of this formula, charge and spin): 40.9 kcal per mole
* HOMO level: -5.69 eV
* total energy: -168459.357 eV
* E_LUMO: 2.04 eV
* total charge: -1

Last column: Löwdin charge in e.
Positions of all 64 atoms, in Å:
Cs -0.29 -0.55 -0.38  1.644
F -1.00 3.95 -0.93  0.154
C -0.14 4.16 0.06  -0.680
F 1.04 4.51 -0.46  0.134
F -0.59 5.16 0.82  0.140
S 0.15 2.65 1.06  0.604
O 0.73 1.68 0.12  -0.625
O 1.00 3.08 2.16  -0.294
N -1.35 2.31 1.48  -0.282
S -1.64 0.89 2.13  0.519
O -2.84 0.29 1.63  -0.279
O -0.44 0.07 2.16  -0.527
C -2.02 1.26 3.90  -0.659
F -1.79 0.16 4.63  0.131
F -3.30 1.62 4.05  0.137
F -1.24 2.24 4.36  0.131
S 2.80 -1.09 0.11  -0.041
Sb 3.35 0.40 1.71  1.249
C 4.11 2.20 0.96  -0.338
C 4.87 2.02 -0.19  -0.122
C 5.56 3.09 -0.74  -0.080
C 5.49 4.34 -0.14  -0.091
C 4.73 4.52 1.01  -0.081
C 4.03 3.45 1.56  -0.112
C 2.43 0.38 3.58  -0.353
C 2.03 -0.88 4.03  -0.117
C 1.59 -1.02 5.34  -0.075
C 1.55 0.07 6.19  -0.085
C 1.95 1.32 5.74  -0.078
C 2.39 1.48 4.43  -0.118
C 5.22 -0.27 2.48  -0.331
C 5.84 -1.42 2.01  -0.127
C 7.06 -1.82 2.54  -0.093
C 7.68 -1.07 3.53  -0.101
C 7.07 0.09 4.00  -0.094
C 5.85 0.48 3.48  -0.120
H 4.91 1.04 -0.66  0.083
H 6.14 2.95 -1.64  0.102
H 6.03 5.17 -0.57  0.099
H 4.67 5.49 1.47  0.103
H 3.42 3.62 2.43  0.078
H 2.05 -1.73 3.37  0.104
H 1.26 -1.99 5.69  0.106
H 1.20 -0.04 7.21  0.101
H 1.91 2.18 6.39  0.104
H 2.66 2.46 4.07  0.082
H 5.36 -2.00 1.24  0.065
H 7.53 -2.72 2.17  0.099
H 8.63 -1.39 3.94  0.096
H 7.54 0.68 4.78  0.098
H 5.39 1.39 3.86  0.096
Br -5.18 -1.75 -6.49  0.696
C -3.93 -2.62 -5.36  -0.672
C -3.66 -3.96 -5.56  -0.218
N -2.79 -4.64 -4.82  0.061
C -2.18 -3.97 -3.84  -0.082
C -2.39 -2.63 -3.56  -0.105
C -3.29 -1.93 -4.35  -0.053
C -1.65 -1.93 -2.43  -0.748
O -1.73 -0.67 -2.43  -0.292
O -1.03 -2.66 -1.61  -0.267
H -4.17 -4.49 -6.36  0.091
H -1.48 -4.52 -3.22  0.115
H -3.45 -0.87 -4.16  0.115